No. 1
{"formula": "C28H63BO44S10Si2", "method": "ωB97M-V/def2-TZVPD", "symbols": ["S", "S", "S", "S", "S", "S", "S", "S", "S", "S", "Si", "Si", "O", "O", "O", "O", "O", "O", "O", "O", "O", "O", "O", "O", "O", "O", "O", "O", "O", "O", "O", "O", "O", "O", "O", "O", "O", "O", "O", "O", "O", "O", "O", "O", "O", "O", "O", "O", "O", "O", "O", "O", "O", "O", "O", "O", "C", "C", "C", "C", "C", "C", "C", "C", "C", "C", "C", "C", "C", "C", "C", "C", "C", "C", "C", "C", "C", "C", "C", "C", "C", "C", "C", "C", "B", "H", "H", "H", "H", "H", "H", "H", "H", "H", "H", "H", "H", "H", "H", "H", "H", "H", "H", "H", "H", "H", "H", "H", "H", "H", "H", "H", "H", "H", "H", "H", "H", "H", "H", "H", "H", "H", "H", "H", "H", "H", "H", "H", "H", "H", "H", "H", "H", "H", "H", "H", "H", "H", "H", "H", "H", "H", "H", "H", "H", "H", "H", "H"], "positions_angstrom": [[2.1656, -3.1209, -12.2652], [-5.6820, -1.2940, 9.9526], [8.5196, 1.0160, 1.7256], [0.7918, 5.3158, 0.6700], [-2.6344, -3.8777, 5.3092], [11.2196, -2.4538, 6.7615], [-2.2300, -1.3116, -7.0938], [-10.2230, -4.3325, -1.2567], [3.9180, 2.9866, 4.4185], [-3.9461, 1.5402, -8.0171], [-1.0407, 1.3424, -1.9934], [-3.8128, 1.2823, -1.0760], [-1.8934, 0.0930, -7.1649], [-4.7620, -0.4416, 1.2498], [11.1561, -2.8053, 5.1701], [9.6009, 0.2629, 2.3171], [-3.5364, -3.4593, 6.6021], [-11.4330, -3.8557, -1.8853], [-10.2103, -5.3967, -0.2777], [9.8704, -2.4712, 7.2816], [-5.2349, 1.7614, -7.0422], [12.3009, -3.2070, 7.3530], [8.4561, 0.6645, 0.1341], [-4.9105, 2.1553, -2.1516], [1.0418, 6.5467, -0.0433], [-3.8480, -3.9652, 4.2241], [-1.5922, -1.9184, -5.7216], [7.1704, 0.9986, 2.2457], [0.9520, -3.2084, -13.3502], [-6.0276, -0.6791, -1.0072], [-5.5138, -2.5052, 11.0309], [1.9164, 5.1559, 1.8394], [-2.5961, 0.5074, -2.1390], [8.9884, 2.5706, 1.5801], [2.6856, -4.4510, -12.0485], [3.0028, -1.9948, -12.6147], [-1.2770, -2.1171, -8.1442], [-4.0952, -1.0232, 9.6896], [-9.1431, -4.7002, -2.4214], [-0.4970, 5.5369, 1.6449], [4.0862, 1.7755, 5.4969], [-2.8215, 1.3803, -6.8477], [-3.6962, 2.7712, -8.7304], [-3.5805, -1.8053, -7.2309], [-9.4293, -3.0535, -0.6286], [-6.2603, -1.8319, 8.7432], [11.6884, -0.8992, 6.6160], [0.6436, 4.0382, 0.0090], [5.5048, 3.2574, 4.1556], [1.2636, -2.7026, -10.9722], [3.3397, 2.4487, 3.2092], [-6.2269, -0.1469, 10.6441], [-2.1144, -5.2078, 5.5259], [-1.7972, -2.7516, 4.9596], [-4.0943, 0.2626, -8.6781], [3.3731, 4.1338, 5.1101], [2.7793, 1.4865, -1.3731], [-3.3971, 1.7135, -5.5856], [-3.4478, -1.0880, 1.4461], [11.1838, -1.5896, 4.4258], [-4.8814, 1.3821, -5.7140], [5.4531, 1.3703, 5.5476], [-0.7004, -2.9847, -6.0426], [-5.7582, 3.7100, -0.2104], [-3.3395, -1.6690, 10.7118], [-4.1469, -2.9104, 11.0817], [4.0515, 1.3931, -0.3294], [-0.2997, -3.1107, -12.6726], [-0.1435, 5.1577, 2.9731], [-0.0224, -2.2817, -11.4214], [4.5543, 2.8519, 0.2391], [8.4838, 1.8803, -0.6102], [-8.0868, -3.0602, -1.1087], [6.2605, 2.6117, 5.1777], [9.3319, 2.8387, 0.2217], [-0.1670, -2.6646, -7.4364], [1.3409, 5.4891, 3.1015], [0.4866, 0.1139, -2.0214], [-5.1231, 3.5430, -1.7124], [-8.1660, -3.6644, -2.5081], [12.0319, -0.6312, 5.2576], [1.5547, 0.5513, -0.8119], [-4.8224, -3.0385, 6.1529], [-5.0997, -3.8675, 4.9017], [-4.9361, -0.0612, -0.1740], [5.2631, 2.6576, 1.1739], [-0.7731, -2.4385, -10.6431], [3.6587, 0.7693, 0.6084], [-1.0479, -2.6446, -13.3193], [1.8228, 4.9215, 3.9021], [-4.0009, -3.7088, 10.3470], [-2.5737, -0.2766, 1.4597], [-5.5731, -3.1953, 6.9312], [-3.4179, -1.5795, 2.5298], [-7.2062, -4.0721, -2.8366], [-0.3171, 4.0811, 3.0743], [-5.9144, 4.0289, -2.4620], [-5.4926, 1.9184, -4.9843], [5.7033, 0.9969, 6.5442], [-7.4922, -3.6916, -0.4399], [-6.3273, 2.7725, 0.1993], [10.1547, -1.2265, 4.3336], [-0.8525, 2.2418, -3.1606], [-6.8709, -0.3818, -0.5144], [7.2626, 2.3651, 4.8190], [-3.2630, -0.9813, 11.5606], [3.1083, 1.2240, -2.4786], [1.0012, 0.1540, -3.0822], [0.0849, -0.9623, -1.7409], [3.5897, 3.4257, 0.5998], [1.4923, 6.5597, 3.2729], [8.9002, 1.7131, -1.6064], [10.3995, 2.6330, 0.0933], [5.5991, 0.5718, 4.8130], [-0.9774, 2.1457, -0.7461], [6.3370, 3.2993, 6.0266], [7.4547, 2.2433, -0.7024], [11.8319, 0.4155, 5.0131], [-5.8479, -3.4014, 4.2551], [-4.0686, 4.0973, -1.7624], [-5.4251, -4.8794, 5.1635], [-5.0551, 0.3055, -5.6128], [-3.2456, 2.7841, -5.4142], [-3.8967, -3.2838, 12.0783], [-0.7547, 5.6940, 3.7028], [13.0995, -0.8368, 5.1293], [0.9817, 1.1677, 0.0324], [-2.9152, 1.1459, -4.7850], [-2.3374, -1.9155, 10.3530], [-1.2724, -3.9182, -6.0443], [0.6159, -1.9001, -7.3928], [2.3711, 2.6001, -1.4045], [-3.1029, 2.1482, -0.1227], [-8.5159, -2.9262, -3.2369], [9.1319, 3.8853, -0.0228], [4.9676, 0.7847, -0.7791], [-3.2805, -1.9155, 0.6141], [11.6002, -1.7567, 3.4296], [5.0746, 3.5284, -0.5858], [-6.5750, 4.5768, -0.2856], [0.2182, -3.5496, -7.9484], [-4.7640, -1.9714, 5.9137], [-4.8899, 4.0897, 0.5115], [0.0360, -1.2146, -11.6606], [-0.6251, -4.1227, -12.4108], [0.0989, -3.0500, -5.2996], [2.0174, -0.3836, -0.2595], [-7.6743, -2.0485, -1.1145]], "e_homo_ev": -8.36, "multiplicity": 1, "fmax_ev_per_a": 14.81, "e_tot_ha": -9000.5216, "homo_lumo_gap_ev": 8.0}

=====

No. 2
{"formula": "C4H13N", "method": "ωB97M-V/def2-TZVPD", "symbols": ["N", "C", "C", "C", "C", "H", "H", "H", "H", "H", "H", "H", "H", "H", "H", "H", "H", "H"], "positions_angstrom": [[-1.2177, 2.0988, 1.0253], [2.3808, -1.0910, 0.2206], [0.2747, -1.8976, -0.9677], [-2.1763, 1.9993, -0.0848], [0.8330, -0.9550, 0.0667], [0.5131, -3.0420, -0.7591], [-1.6689, 2.0593, 1.9278], [-3.3233, 1.9226, 0.0471], [-0.8328, -1.7606, -0.9301], [0.3441, -0.9620, 1.1207], [-1.9863, 1.0440, -0.6939], [0.5030, 0.1043, -0.2358], [-0.6661, 2.9573, 1.1032], [2.7844, -0.8468, 1.1779], [2.7898, -0.4054, -0.3423], [0.6626, -1.8246, -1.9256], [-1.9260, 2.7871, -0.7571], [2.7118, -2.1879, 0.0072]], "relative_energy_kcal_mol": 31.2, "e_homo_ev": -9.24, "multiplicity": 1, "fmax_ev_per_a": 5.59, "e_tot_ha": -214.8836, "homo_lumo_gap_ev": 10.3}

=====

No. 3
{"formula": "C20H35F4N3O6PS2", "method": "ωB97M-V/def2-TZVPD", "symbols": ["S", "S", "P", "F", "F", "F", "F", "O", "O", "O", "O", "O", "O", "N", "N", "N", "C", "C", "C", "C", "C", "C", "C", "C", "C", "C", "C", "C", "C", "C", "C", "C", "C", "C", "C", "C", "H", "H", "H", "H", "H", "H", "H", "H", "H", "H", "H", "H", "H", "H", "H", "H", "H", "H", "H", "H", "H", "H", "H", "H", "H", "H", "H", "H", "H", "H", "H", "H", "H", "H", "H"], "positions_angstrom": [[0.1584, 1.3823, 2.8320], [4.0878, 1.3588, 1.0340], [-1.7702, -1.7006, -5.5804], [-3.5213, -3.6637, -0.7004], [1.4034, -3.2607, -2.5955], [1.8434, -1.7399, -4.0717], [3.3165, -2.2676, -2.5865], [0.3548, 2.4913, 1.9286], [3.1723, 0.4925, 0.3266], [-0.5015, -0.7268, -5.7294], [-4.8878, 0.3393, -0.4401], [0.0010, 0.0488, 2.2915], [4.0196, 1.4377, 2.4719], [-1.0105, -3.2033, -5.3851], [-0.9618, -1.4810, -2.9884], [-2.0303, -1.4188, -3.7521], [-5.0172, 1.6850, -0.8875], [-3.3844, -2.0767, 1.0708], [1.4688, -0.9908, -1.8125], [-4.8535, -0.6358, -1.4485], [-1.2289, 1.7126, 3.9180], [-2.3397, -1.0889, -1.0557], [4.0138, 3.0122, 0.3592], [-0.7584, 1.2187, 5.2821], [-1.0697, -1.2917, -1.6873], [-3.2322, -1.1202, -3.2813], [0.6924, 1.6990, 5.4195], [2.0033, -2.0650, -2.7514], [-3.1312, -3.5006, 0.6356], [-2.4298, -1.0528, 0.4426], [0.2563, -1.3742, -0.9540], [6.2580, 2.2428, -0.2272], [5.4742, 3.4509, 0.3072], [5.7829, 1.0081, 0.5504], [1.4169, 1.3633, 4.1092], [-3.4427, -0.9432, -1.9038], [-4.7132, 1.7932, -1.9294], [-1.4467, -1.2420, 0.8627], [-0.0116, -3.1673, -5.5657], [5.8203, 3.7088, 1.3100], [5.7884, 0.0961, -0.0409], [1.1931, 1.2346, 6.2667], [3.3772, 3.6183, 0.9996], [2.2870, -0.7004, -1.1565], [-0.7967, 0.1279, 5.3153], [-3.6981, -4.2060, 1.2441], [-3.2267, -2.0434, 2.1516], [-6.0510, 2.0138, -0.7725], [0.2512, -0.9613, -5.1632], [0.7046, 2.7781, 5.5822], [2.1822, 2.0825, 3.8426], [-4.3828, 2.3164, -0.2667], [1.8474, 0.3648, 4.1167], [-2.7132, -0.0452, 0.7487], [-4.4320, -1.8239, 0.9119], [-1.3924, 1.6001, 6.0805], [6.3474, 0.8564, 1.4681], [5.6001, 4.3276, -0.3252], [1.2404, -0.1197, -2.4253], [3.5786, 2.9366, -0.6368], [7.3323, 2.3774, -0.1187], [-5.3147, -1.5475, -1.0624], [-2.1063, 1.1965, 3.5340], [-1.3932, 2.7897, 3.9115], [0.2484, -0.6908, -0.1042], [-4.0420, -1.0438, -3.9955], [-5.4479, -0.3214, -2.3110], [0.3633, -2.3843, -0.5589], [-1.1218, -3.6081, -4.4620], [6.0492, 2.1131, -1.2906], [-2.0735, -3.7674, 0.6984]], "e_homo_ev": -12.47, "multiplicity": 1, "fmax_ev_per_a": 0.87, "e_tot_ha": -2935.7982, "total_charge": 1, "homo_lumo_gap_ev": 8.7}